(1)
{"formula": "C7H16N3S2", "method": "the ωB97M-V functional and the def2-TZVPD basis", "species": ["C", "C", "C", "C", "C", "C", "C", "N", "N", "N", "S", "S", "H", "H", "H", "H", "H", "H", "H", "H", "H", "H", "H", "H", "H", "H", "H", "H"], "xyz": [[2.7880, 0.2312, 0.1539], [0.4821, -1.0249, 0.0516], [3.8943, 0.9377, -0.4950], [-2.7225, 1.7956, 0.6215], [1.7033, -0.5419, -0.7116], [-1.8253, 0.8215, 1.3469], [-1.9069, -1.3126, -0.1815], [2.9255, 0.2386, 1.4147], [-0.6906, -1.1744, -0.7331], [-3.0412, -1.4097, -0.9174], [0.7783, -2.1620, 1.3726], [-0.1555, 0.8883, 1.1174], [4.8388, 0.7342, 0.0606], [3.7618, 2.1183, -0.4429], [3.9753, 0.7136, -1.6148], [-3.5658, 1.2864, 0.0770], [-3.1708, 2.4792, 1.4119], [-2.1713, 2.4987, -0.0697], [2.1764, -1.2058, -1.4063], [1.3933, 0.1925, -1.4898], [-2.1764, 0.2619, 2.1304], [-1.8769, -1.5256, 0.7943], [2.2853, -0.1066, 2.0573], [-0.6100, -0.8953, -1.7490], [-3.8810, -1.7094, -0.4343], [2.0637, -1.8792, 1.4285], [-3.2993, -0.8013, -1.7918], [0.0761, 0.0923, 2.2241]], "relative_energy_ev": 0.000, "gap_ha": [0.281, 0.281], "charge": 1, "max_force_ev_per_a": 4.25}



(2)
{"formula": "H4O2", "method": "the ωB97M-V functional and the def2-TZVPD basis", "species": ["O", "H", "H", "O", "H", "H"], "xyz": [[-0.4329, -1.0690, 0.3523], [-0.2247, -0.6798, 1.2318], [-0.2725, -2.0334, 0.4637], [0.2112, 1.6299, -0.5606], [-0.0797, 0.7715, -0.1774], [0.7986, 1.3808, -1.3098]], "smiles": "O.O", "relative_energy_ev": 0.155, "gap_ha": 0.426, "max_force_ev_per_a": 1.32}



(3)
{"formula": "C4H11N2", "method": "the ωB97M-V functional and the def2-TZVPD basis", "species": ["C", "C", "C", "C", "N", "N", "H", "H", "H", "H", "H", "H", "H", "H", "H", "H", "H"], "xyz": [[1.6250, 1.1315, 0.7058], [-0.5254, 0.0813, -0.3576], [-1.3587, -1.1622, -0.3416], [1.5046, -1.0264, -0.0313], [0.8633, 0.1658, 0.1137], [-1.3199, 1.3745, -0.0447], [2.5611, 1.2018, 0.2675], [1.0912, 2.0554, 0.8262], [-1.3822, -1.8561, -1.1685], [-2.3393, -0.7383, -0.1872], [-1.1030, -1.7848, 0.5655], [2.5246, -1.1237, 0.2552], [0.9132, -1.6939, 0.5342], [1.3302, -1.4646, -1.0398], [-1.0503, 2.0150, -0.7242], [-0.9684, 1.6053, 0.8306], [-2.3660, 1.2194, -0.2036]], "relative_energy_ev": 5.128, "gap_ha": [0.289, 0.298], "charge": 1, "max_force_ev_per_a": 4.95}



(4)
{"formula": "C11H15NS", "method": "the ωB97M-V functional and the def2-TZVPD basis", "species": ["C", "C", "C", "C", "C", "C", "C", "C", "C", "N", "H", "H", "H", "H", "H", "H", "H", "H", "H", "C", "C", "S", "H", "H", "H", "H", "H", "H"], "xyz": [[1.4915, -3.1079, -2.0219], [-0.4267, -2.0815, -0.7534], [0.9966, -2.5289, -0.7649], [-0.5802, -1.5015, 0.6239], [1.6371, -2.2430, 0.4236], [-2.6364, -1.4036, -1.0704], [-2.8055, -0.8487, 0.1770], [-1.5240, -2.0819, -1.6168], [-1.8216, -1.2153, 1.1303], [0.6518, -1.6614, 1.2508], [-3.4049, -1.3281, -1.8533], [-3.7467, -0.3189, 0.4628], [-1.4955, -2.3490, -2.6379], [-1.8598, -1.2180, 2.2169], [0.7033, -3.9722, -2.1800], [2.4378, -3.4299, -2.1351], [2.6768, -2.2724, 0.7850], [0.8413, -1.2728, 2.1560], [1.3767, -2.3251, -2.8033], [0.6525, 4.1755, 0.2688], [1.4185, 4.5664, 1.5062], [-0.7589, 2.9248, 0.5894], [0.0660, 5.0504, -0.1090], [1.1634, 3.7042, -0.5051], [2.2108, 5.2848, 1.1392], [0.1229, 2.4468, 1.5342], [1.7589, 3.6856, 2.0750], [0.8542, 5.3215, 2.1123]], "smiles": "Cc1c[nH]c2ccccc12.CCS", "relative_energy_ev": 2.315, "gap_ha": 0.307, "max_force_ev_per_a": 4.90}



(5)
{"formula": "C6H14N2", "method": "the ωB97M-V functional and the def2-TZVPD basis", "species": ["C", "C", "C", "C", "H", "H", "H", "H", "H", "H", "H", "H", "C", "N", "C", "N", "H", "H", "H", "H", "H", "H"], "xyz": [[-1.1444, -1.0089, -0.7665], [-0.6846, -2.0429, 0.2115], [-0.6810, -1.8112, 1.5137], [-0.2108, -3.3438, -0.3789], [-0.3433, -0.8068, -1.4878], [-1.4511, -0.0958, -0.2571], [-1.9751, -1.3592, -1.3780], [-0.3427, -2.5586, 2.2154], [-1.0428, -0.8779, 1.9172], [0.1528, -4.0149, 0.3962], [0.5718, -3.1619, -1.1258], [-1.0317, -3.8518, -0.8934], [1.3315, 1.7916, -1.7161], [0.7243, 1.6016, -0.4255], [0.4815, 2.5757, 0.4497], [0.1004, 2.1869, 1.6371], [0.8279, 1.1716, -2.4568], [1.2773, 2.8359, -2.0139], [2.3780, 1.4744, -1.6585], [0.7046, 0.6562, -0.0245], [0.6079, 3.5956, 0.1010], [-0.0440, 2.9779, 2.2696]], "relative_energy_ev": 1.146, "gap_ha": [0.312, 0.156], "charge": 1, "spin_multiplicity": 2, "max_force_ev_per_a": 0.91, "s2": 0.79}



(6)
{"formula": "C6H26B2Cl2CoCrN6O20", "method": "the ωB97M-V functional and the def2-TZVPD basis", "species": ["Cr", "Co", "Cl", "O", "O", "O", "O", "Cl", "O", "O", "O", "O", "B", "H", "H", "H", "H", "B", "H", "H", "H", "H", "C", "N", "O", "O", "H", "H", "H", "C", "N", "O", "O", "H", "H", "H", "C", "N", "O", "O", "H", "H", "H", "C", "N", "O", "O", "H", "H", "H", "C", "N", "O", "O", "H", "H", "H", "C", "N", "O", "O", "H", "H", "H"], "xyz": [[-2.2632, 14.3321, 9.9107], [-5.4242, 11.4452, 9.1300], [-6.6613, 14.7723, 8.5632], [-5.7003, 14.7024, 7.5580], [-6.7636, 13.4644, 9.1910], [-6.5311, 15.8724, 9.4932], [-7.8978, 14.9391, 7.9616], [-1.7232, 13.9558, 6.0752], [-2.2797, 14.1113, 7.3795], [-1.1935, 15.2264, 5.5380], [-0.6378, 13.0977, 6.3039], [-2.6815, 13.3630, 5.2146], [-4.4359, 11.1040, 7.0526], [-3.4306, 11.4085, 6.8057], [-4.4230, 10.4462, 7.9078], [-5.1038, 11.9256, 7.2600], [-4.8080, 10.5490, 6.2053], [-3.9320, 12.8187, 10.0682], [-4.7896, 12.3237, 10.4971], [-3.7004, 12.3220, 9.1388], [-4.1701, 13.8443, 9.8320], [-3.1478, 12.7589, 10.8069], [1.1998, 14.8966, 12.6683], [-0.0806, 14.0632, 12.6666], [-0.8585, 14.1373, 11.7337], [-0.2941, 13.3568, 13.6638], [2.0692, 14.3156, 12.3607], [1.4793, 15.3143, 13.6355], [1.1181, 15.7486, 11.9933], [-8.7017, 11.2566, 12.3425], [-7.2854, 11.3507, 12.1965], [-6.8550, 11.1739, 11.0388], [-6.5905, 11.7390, 13.1394], [-9.0815, 10.5673, 11.5883], [-9.0317, 12.2776, 12.1504], [-8.9097, 10.8696, 13.3400], [-4.0267, 16.6786, 13.4582], [-3.7025, 15.3825, 12.8261], [-3.3837, 15.3386, 11.6198], [-3.8688, 14.3587, 13.4652], [-4.3726, 16.5328, 14.4815], [-4.8852, 16.9874, 12.8619], [-3.1778, 17.3483, 13.3202], [-4.0820, 17.8233, 7.6765], [-2.9619, 17.4404, 8.5645], [-1.9681, 18.1777, 8.5084], [-3.0486, 16.3671, 9.1869], [-5.0696, 17.8087, 8.1374], [-4.0672, 17.1018, 6.8596], [-3.8361, 18.8281, 7.3330], [-4.0078, 7.5584, 10.7567], [-4.6519, 8.8674, 11.0456], [-5.1147, 8.9839, 12.1521], [-4.5996, 9.7621, 10.1976], [-3.8761, 6.9497, 11.6513], [-2.9719, 7.6488, 10.4298], [-4.6672, 6.9846, 10.1054], [-0.6889, 10.1831, 8.8874], [-0.2376, 11.4429, 9.5042], [-1.0559, 12.4129, 9.4985], [0.9381, 11.5360, 9.9017], [-0.0057, 9.9275, 8.0774], [-1.6315, 10.3525, 8.3668], [-0.7139, 9.4666, 9.7084]], "relative_energy_ev": 4.711, "gap_ha": [0.258, 0.254], "spin_multiplicity": 8, "max_force_ev_per_a": 5.16, "s2": 15.76}



(7)
{"formula": "C5H10O2", "method": "the ωB97M-V functional and the def2-TZVPD basis", "species": ["C", "C", "C", "O", "H", "H", "H", "H", "H", "H", "C", "C", "O", "H", "H", "H", "H"], "xyz": [[2.1623, 0.1625, -0.2292], [-0.2381, -1.6300, 1.0863], [-0.2425, -0.8067, -0.1716], [-0.5334, -1.2501, -1.2612], [0.2309, -2.5928, 0.8920], [0.2881, -1.0927, 1.8728], [2.9518, -0.1623, -0.9032], [2.4821, 1.1907, -0.0762], [2.2411, -0.3487, 0.7269], [-1.2620, -1.7955, 1.4203], [-1.6897, 1.3844, -0.8627], [-0.8840, 0.7542, 0.2254], [-0.7708, 1.1939, 1.3389], [0.9947, 0.3250, -0.5698], [-1.8946, 0.7322, -1.7108], [-2.6701, 1.6924, -0.4993], [-1.1657, 2.2436, -1.2786]], "smiles": "CC(=O)C(C)=O.C", "relative_energy_ev": 3.086, "gap_ha": 0.337, "max_force_ev_per_a": 4.86}



(8)
{"formula": "C3H3FN2", "method": "the ωB97M-V functional and the def2-TZVPD basis", "species": ["C", "C", "C", "N", "N", "F", "H", "H", "H"], "xyz": [[-0.6551, 0.2624, -0.3430], [-0.1294, -0.5825, 0.6646], [0.8778, 1.9423, 0.1508], [-0.2288, 1.5091, -0.3646], [0.9321, -0.2901, 1.3339], [1.1040, 3.0780, 0.7870], [-1.4875, -0.0612, -1.1106], [-0.2807, -1.6787, 0.6390], [1.2696, 0.7865, 0.7647]], "relative_energy_ev": 4.605, "gap_ha": [0.273, 0.273], "max_force_ev_per_a": 3.82}



Quick rundown of E, same order as above: -33648.849; -4159.784; -7295.820; -23973.641; -9419.959; -148939.953; -9439.957; -8852.473 eV